{"formula": "C53H52BNO5S3Se2Sr", "method": "the ωB97M-V functional and the def2-TZVPD basis", "symbols": ["Sr", "C", "Se", "C", "C", "Se", "C", "H", "H", "H", "H", "H", "H", "H", "H", "H", "H", "O", "N", "C", "C", "C", "C", "C", "S", "H", "H", "H", "H", "C", "C", "C", "C", "C", "C", "C", "S", "O", "C", "C", "C", "C", "C", "C", "C", "C", "C", "C", "C", "C", "C", "C", "C", "C", "C", "C", "C", "C", "S", "O", "C", "C", "C", "C", "C", "C", "C", "H", "H", "H", "H", "H", "H", "H", "H", "H", "H", "H", "H", "H", "H", "H", "H", "H", "H", "H", "H", "H", "H", "H", "H", "H", "H", "C", "C", "C", "C", "C", "C", "C", "C", "O", "B", "O", "C", "C", "H", "H", "H", "H", "H", "H", "H", "H", "H", "H", "H", "H"], "positions_angstrom": [[0.801, 0.338, -0.503], [1.924, 3.626, 4.620], [1.027, 3.014, 3.002], [1.362, 4.570, 1.894], [2.791, 4.748, 1.408], [3.574, 3.219, 0.490], [4.396, 2.350, 2.018], [1.538, 4.590, 4.948], [3.004, 3.695, 4.499], [1.717, 2.893, 5.399], [1.042, 5.443, 2.467], [0.676, 4.438, 1.059], [3.461, 5.026, 2.224], [2.805, 5.569, 0.688], [4.459, 3.066, 2.837], [5.406, 2.038, 1.758], [3.823, 1.485, 2.347], [3.172, -0.117, -0.183], [4.235, 0.087, -0.946], [5.399, -0.434, -0.482], [6.574, -0.312, -1.164], [6.548, 0.382, -2.383], [5.369, 0.892, -2.841], [4.138, 0.755, -2.142], [2.690, 1.401, -2.730], [5.270, -0.932, 0.467], [7.480, -0.736, -0.757], [7.455, 0.518, -2.958], [5.326, 1.433, -3.775], [2.694, -1.575, 7.423], [2.233, -1.506, 5.995], [2.649, -2.459, 5.067], [2.200, -2.425, 3.758], [1.323, -1.421, 3.381], [0.899, -0.447, 4.272], [1.364, -0.503, 5.577], [0.718, -1.349, 1.715], [-0.094, -0.050, 1.688], [-0.456, -2.708, 1.602], [-1.480, -2.790, 2.565], [-2.374, -3.816, 2.500], [-2.286, -4.792, 1.476], [-3.232, -5.843, 1.382], [-3.176, -6.738, 0.354], [-2.174, -6.624, -0.635], [-1.246, -5.628, -0.569], [-1.267, -4.692, 0.500], [-0.337, -3.614, 0.563], [0.577, -3.332, -0.601], [1.825, -4.000, -0.818], [2.188, -5.153, -0.087], [3.423, -5.719, -0.248], [4.355, -5.156, -1.142], [4.027, -4.042, -1.864], [2.757, -3.437, -1.726], [2.454, -2.237, -2.438], [1.276, -1.610, -2.205], [0.353, -2.162, -1.260], [-1.339, -1.233, -1.104], [-1.116, -0.018, -1.960], [-2.367, -2.378, -1.957], [-3.609, -2.604, -1.392], [-4.497, -3.457, -2.035], [-4.156, -4.069, -3.234], [-5.117, -4.980, -3.940], [-2.898, -3.808, -3.788], [-2.001, -2.969, -3.163], [3.589, -2.187, 7.522], [1.921, -2.012, 8.058], [2.914, -0.582, 7.815], [3.342, -3.231, 5.377], [2.537, -3.166, 3.042], [0.240, 0.339, 3.933], [1.046, 0.256, 6.283], [-1.544, -2.037, 3.341], [-3.171, -3.900, 3.228], [-4.007, -5.916, 2.135], [-3.904, -7.535, 0.288], [-2.147, -7.331, -1.454], [-0.486, -5.529, -1.333], [1.478, -5.585, 0.608], [3.692, -6.600, 0.319], [5.334, -5.605, -1.247], [4.743, -3.588, -2.537], [3.156, -1.807, -3.141], [1.010, -0.687, -2.733], [-3.884, -2.134, -0.456], [-5.470, -3.645, -1.598], [-6.046, -5.083, -3.383], [-4.687, -5.974, -4.073], [-5.358, -4.596, -4.933], [-2.626, -4.276, -4.727], [-1.031, -2.767, -3.599], [-5.902, 6.074, -1.756], [-4.674, 6.951, -2.033], [-4.957, 7.779, -3.286], [-4.473, 7.916, -0.856], [-3.433, 6.068, -2.187], [-2.654, 6.063, -3.340], [-1.522, 5.250, -3.474], [-1.197, 4.436, -2.417], [-0.162, 3.566, -2.280], [-0.244, 2.953, -0.980], [-1.422, 3.554, -0.372], [-1.962, 4.429, -1.258], [-3.072, 5.229, -1.119], [-6.800, 6.693, -1.674], [-5.794, 5.515, -0.826], [-6.055, 5.354, -2.561], [-5.850, 8.388, -3.126], [-5.136, 7.147, -4.157], [-4.133, 8.455, -3.520], [-5.356, 8.548, -0.725], [-3.611, 8.562, -1.028], [-4.304, 7.376, 0.076], [-2.915, 6.705, -4.169], [-0.926, 5.264, -4.377], [-3.643, 5.203, -0.200]], "forces_ev_per_angstrom": [[2.34, 4.48, 0.05], [0.08, 0.03, 0.12], [0.00, -0.08, 0.12], [-0.04, 0.01, 0.04], [-0.07, 0.09, 0.08], [-0.05, -0.01, -0.12], [0.17, -0.10, 0.25], [-0.06, -0.01, -0.08], [-0.03, -0.02, -0.09], [-0.01, -0.02, -0.03], [-0.01, 0.03, -0.05], [0.02, -0.02, -0.03], [0.02, -0.03, -0.02], [0.06, -0.02, -0.01], [0.04, -0.01, -0.02], [-0.02, 0.03, -0.07], [-0.09, 0.04, -0.08], [-0.16, -0.07, -0.04], [-0.15, -0.19, 0.12], [-0.06, 0.09, -0.06], [-0.07, -0.01, 0.04], [0.07, -0.02, 0.02], [-0.06, 0.05, -0.07], [0.34, 0.02, 0.01], [-0.11, -0.13, 0.10], [0.10, -0.02, 0.00], [0.01, 0.00, 0.01], [0.01, 0.00, 0.00], [-0.03, 0.00, 0.00], [0.05, 0.03, 0.06], [-0.03, -0.04, -0.04], [0.06, -0.02, 0.05], [0.04, 0.01, -0.04], [-0.33, -0.33, 0.11], [0.12, -0.09, 0.02], [-0.02, 0.07, -0.01], [-0.33, 0.24, 0.72], [0.10, -1.12, 0.25], [0.43, -0.10, 0.13], [-0.05, -0.23, 0.08], [0.04, 0.06, 0.05], [-0.03, -0.03, 0.04], [0.04, 0.00, -0.02], [0.00, -0.01, -0.01], [-0.01, -0.03, -0.02], [0.02, 0.10, 0.06], [-0.07, 0.01, -0.14], [-0.25, 0.00, -0.32], [0.40, 0.49, 1.17], [-0.19, 0.23, 0.04], [0.02, -0.10, 0.08], [-0.02, -0.02, 0.00], [-0.01, 0.04, -0.03], [0.04, -0.09, 0.00], [0.15, 0.20, -0.18], [-0.13, -0.40, 0.33], [-1.17, -0.62, -0.39], [-0.93, 0.07, -1.52], [0.24, -0.86, -0.43], [-0.46, -0.68, -0.17], [0.04, -0.14, -0.15], [-0.06, -0.19, 0.02], [-0.02, -0.03, 0.00], [0.05, 0.10, 0.04], [-0.05, -0.06, -0.02], [-0.01, -0.07, -0.07], [-0.02, 0.02, 0.05], [0.00, 0.00, -0.01], [-0.01, 0.00, -0.02], [-0.01, 0.00, -0.01], [-0.01, -0.02, -0.02], [-0.01, 0.00, -0.02], [-0.04, 0.02, -0.01], [0.00, -0.01, 0.01], [0.02, 0.01, 0.00], [0.00, 0.03, 0.01], [0.00, 0.00, 0.01], [0.00, 0.00, 0.00], [0.00, 0.00, 0.00], [-0.01, -0.03, -0.01], [0.00, 0.02, 0.01], [-0.01, 0.00, 0.00], [0.00, 0.01, -0.01], [0.00, -0.01, -0.02], [0.09, -0.03, 0.07], [0.20, -0.44, -0.06], [0.04, 0.04, 0.00], [0.00, 0.01, 0.01], [0.00, -0.01, 0.00], [0.01, 0.00, 0.00], [0.01, 0.01, 0.00], [0.00, 0.01, 0.00], [0.00, 0.01, 0.00], [-0.04, -0.03, 0.01], [0.03, 0.02, -0.03], [-0.01, 0.04, -0.03], [0.00, 0.02, 0.01], [-0.02, -0.04, 0.07], [0.01, -0.01, -0.02], [-0.06, 0.02, 0.03], [0.01, 0.06, -0.02], [0.17, -0.11, 0.17], [-0.54, -0.05, -0.08], [0.26, -0.09, 0.08], [-0.05, 0.13, -0.05], [0.05, -0.01, -0.05], [0.00, 0.00, 0.01], [0.01, 0.00, 0.00], [0.01, 0.01, -0.02], [0.00, 0.00, 0.01], [0.00, -0.02, 0.01], [0.01, 0.00, 0.02], [-0.01, 0.00, 0.00], [0.01, -0.01, -0.02], [0.00, 0.00, 0.00], [-0.01, 0.00, 0.00], [0.02, -0.01, 0.00], [0.00, -0.01, 0.01]], "e_homo_ev": -5.64, "e_lumo_ha": -0.028, "relative_energy_kj_mol": 252.1, "total_energy_ha": -8534.770933, "homo_lumo_gap_ev": 4.9}